A.
Entry from OMol25: a 4-piece molecular cluster, H6IO3 overall (the ωB97M-V functional and the def2-TZVPD basis).

Calculated values
Frontier orbital gap: 7.91 eV
Lowest unoccupied orbital energy: 0.1340 Eh
Charge: -1

The geometry in XYZ format:
```
10
Properties=species:S:1:pos:R:3:mulliken_charge:R:1
I 10.617 0.996 24.150 -0.774
O 7.578 2.809 24.105 -0.633
H 7.768 2.533 23.219 0.327
H 8.262 2.521 24.694 0.264
O 10.806 0.663 20.635 -0.626
H 10.830 0.824 21.564 0.225
H 10.087 0.043 20.469 0.310
O 7.437 -0.628 23.413 -0.615
H 7.006 -1.089 24.148 0.260
H 8.047 -0.055 23.895 0.261
```

---

B.
Entry from OMol25: H6IO3 as an isolated structure (the ωB97M-V functional and the def2-TZVPD basis).

Calculated values
Frontier orbital gap: 7.61 eV
Lowest unoccupied orbital energy: 0.1335 Eh
Charge: -1

The geometry in XYZ format:
```
10
Properties=species:S:1:pos:R:3:mulliken_charge:R:1
I 0.332 0.219 1.204 -0.876
O -1.548 -1.664 0.248 -0.652
H -0.979 -0.907 0.112 0.228
H -1.118 -2.167 0.940 0.335
O -0.396 2.862 0.108 -0.633
H -0.688 1.956 0.210 0.303
H 0.472 2.791 -0.291 0.306
O 1.600 -1.284 -0.900 -0.629
H 1.610 -0.486 -0.370 0.287
H 0.714 -1.321 -1.260 0.329
```

---

Stability, highest: A

---

A.
Entry from OMol25: a 2-piece molecular cluster, C9H17N2 overall (the ωB97M-V functional and the def2-TZVPD basis).

Calculated values
Frontier orbital gap: 8.23 eV
Lowest unoccupied orbital energy: -0.1573 Eh
Charge: +1

The geometry in XYZ format:
```
28
Properties=species:S:1:pos:R:3:mulliken_charge:R:1
C -0.819 -1.128 -0.439 -0.282
C -1.407 1.025 0.338 -1.404
C -1.786 -0.221 0.066 0.881
C 0.518 -0.905 -0.490 0.298
C 0.068 1.451 0.170 0.414
C 1.031 0.321 0.075 0.565
C -3.307 -0.606 0.095 -1.649
C 1.402 -2.051 -0.970 -1.723
C 0.354 2.309 -1.144 -1.322
N 2.332 0.578 -0.075 -0.261
N 0.939 -0.635 2.147 -0.599
H -1.301 -1.979 -0.763 0.594
H -2.217 1.639 0.608 0.474
H 0.444 1.981 1.090 0.420
H -3.376 -1.233 0.930 0.394
H -3.390 -0.942 -0.936 0.441
H -3.857 0.197 0.390 0.439
H 2.483 -1.697 -0.981 0.294
H 1.191 -2.400 -1.974 0.371
H 1.344 -2.880 -0.316 0.369
H -0.036 1.798 -1.962 0.424
H 1.486 2.611 -1.334 0.273
H -0.266 3.138 -1.212 0.479
H 2.769 1.489 -0.073 0.325
H 2.829 -0.053 -0.666 0.073
H 1.081 -1.565 2.499 0.222
H 0.025 -0.260 2.229 0.243
H 1.467 0.019 2.697 0.250
```

---

B.
Entry from OMol25: an isolated ion of composition C9H17N2 and charge +1 (the ωB97M-V functional and the def2-TZVPD basis).

Calculated values
Frontier orbital gap: 9.85 eV
Lowest unoccupied orbital energy: -0.1283 Eh
Charge: +1

The geometry in XYZ format:
```
28
Properties=species:S:1:pos:R:3:mulliken_charge:R:1
C 0.673 2.554 1.521 -0.908
C -0.367 2.288 0.748 0.493
C -1.264 1.969 -0.182 -0.838
C -0.903 1.188 -1.536 -0.589
C -0.802 -0.294 -1.136 0.622
C -0.602 -1.261 -2.230 -2.089
N -1.743 -0.895 -0.240 -0.532
N 0.495 -0.275 -0.276 0.032
C 1.005 -0.846 0.797 1.156
C 2.397 -0.540 1.161 -1.773
C 0.172 -1.646 1.686 -1.475
H 0.810 1.953 2.436 0.269
H 1.060 3.545 1.373 0.319
H -2.235 2.352 -0.081 0.540
H -1.773 1.466 -2.104 0.306
H -0.003 1.475 -2.061 0.479
H 0.303 -1.132 -2.746 0.463
H -1.455 -1.132 -2.997 0.380
H -0.555 -2.216 -1.864 0.589
H -2.382 -1.424 -0.825 0.310
H -2.267 -0.022 0.169 0.348
H 1.275 0.212 -0.842 0.313
H 2.941 -1.440 0.736 0.410
H 2.771 0.215 0.593 0.444
H 2.670 -0.508 2.160 0.494
H -0.587 -1.132 2.123 0.391
H 0.776 -2.090 2.446 0.437
H -0.413 -2.364 1.170 0.409
```

---

Stability, highest: A

---

A.
Entry from OMol25: a 3-piece molecular cluster, C4H15N3 overall (the ωB97M-V functional and the def2-TZVPD basis).

Calculated values
Frontier orbital gap: 8.18 eV
Lowest unoccupied orbital energy: 0.0303 Eh

The geometry in XYZ format:
```
22
Properties=species:S:1:pos:R:3:mulliken_charge:R:1
C 1.887 0.575 0.075 -0.075
C 1.326 -1.263 0.806 -1.457
N 1.736 1.504 1.113 -0.575
N 1.244 0.929 -1.077 -0.786
H 2.919 0.245 -0.032 0.383
H 1.989 1.140 2.020 0.269
H 0.824 1.939 1.129 0.228
H 0.070 0.687 -0.919 0.574
H 1.584 0.383 -1.860 0.290
H 2.177 -1.408 1.479 0.448
H 0.472 -1.554 1.435 0.414
H 1.465 -1.941 -0.042 0.270
C -2.036 0.719 0.445 -0.938
C -1.714 -0.866 -1.392 -0.964
N -1.091 0.012 -0.409 0.031
H -0.415 -0.555 0.180 -0.047
H -2.686 0.031 0.998 0.335
H -2.662 1.380 -0.158 0.348
H -1.488 1.324 1.167 0.241
H -0.931 -1.376 -1.953 0.300
H -2.321 -0.280 -2.085 0.366
H -2.349 -1.625 -0.920 0.346
```

---

B.
Entry from OMol25: a 3-piece molecular cluster, C4H15N3 overall (the ωB97M-V functional and the def2-TZVPD basis).

Calculated values
Frontier orbital gap: 7.88 eV
Lowest unoccupied orbital energy: 0.0377 Eh

The geometry in XYZ format:
```
22
Properties=species:S:1:pos:R:3:mulliken_charge:R:1
C -1.627 -0.093 -0.372 -0.165
C 0.522 0.633 -1.107 -1.051
C -1.813 1.047 0.586 -0.799
C 1.450 1.646 -0.430 -0.847
N -1.656 -1.329 0.105 -0.741
H -1.955 0.095 -1.392 0.413
H -0.452 -1.422 0.894 0.584
H -1.743 -2.014 -0.640 0.216
H 1.089 -0.113 -1.684 0.387
H -0.108 1.148 -1.831 0.435
H -1.530 2.000 0.141 0.244
H -1.232 0.902 1.500 0.215
H -2.867 1.098 0.881 0.345
H 0.875 2.380 0.145 0.202
H 2.068 2.216 -1.136 0.342
H 2.148 1.176 0.274 0.303
N 0.673 -1.145 1.033 0.072
N 1.570 -2.194 0.644 -0.688
H 1.011 -3.006 0.400 0.248
H 2.055 -1.896 -0.196 0.291
H 0.942 -0.777 1.938 0.317
H 0.579 -0.352 0.245 -0.323
```

---

Stability, highest: A

---

A.
Entry from OMol25: a 2-piece molecular cluster, CH3N2O2S overall (the ωB97M-V functional and the def2-TZVPD basis).

Calculated values
Frontier orbital gap: 10.77 eV
Lowest unoccupied orbital energy: -0.2261 Eh
Charge: +1

The geometry in XYZ format:
```
9
Properties=species:S:1:pos:R:3:mulliken_charge:R:1
C 1.739 1.973 0.156 0.004
N 0.854 1.264 0.262 -0.297
N -1.419 -1.018 -0.042 -0.205
O -2.650 0.763 1.232 -0.293
O -2.363 0.958 -1.271 -0.290
S -2.170 0.374 -0.018 1.147
H 2.560 2.632 0.043 0.335
H -1.184 -1.506 0.812 0.299
H -1.001 -1.397 -0.885 0.300
```

---

B.
Entry from OMol25: an isolated ion of composition CH3N2O2S and charge +1 (the ωB97M-V functional and the def2-TZVPD basis).

Calculated values
Frontier orbital gap: 11.95 eV
Lowest unoccupied orbital energy: -0.2048 Eh
Charge: +1

The geometry in XYZ format:
```
9
Properties=species:S:1:pos:R:3:mulliken_charge:R:1
C 1.085 -0.154 -2.113 0.227
N 0.583 -0.485 -1.123 -0.141
S -0.992 -1.070 -0.177 1.121
N -1.088 -0.141 1.103 -0.330
O -1.898 -0.673 -1.171 -0.448
O -0.699 -2.405 0.114 -0.421
H 1.739 0.258 -2.872 0.407
H -1.413 0.840 1.172 0.317
H -0.449 -0.573 1.633 0.268
```

---

Stability, highest: A

---

A.
Entry from OMol25: H2KO as an isolated structure (the ωB97M-V functional and the def2-TZVPD basis).

Calculated values
Frontier orbital gap: 9.56 eV
Lowest unoccupied orbital energy: -0.1752 Eh
Charge: +1

The geometry in XYZ format:
```
4
Properties=species:S:1:pos:R:3:mulliken_charge:R:1
O -0.950 1.358 2.878 -0.649
H -0.907 0.375 2.848 0.312
H -0.139 1.627 3.365 0.339
K 0.557 -0.749 -1.769 0.998
```

---

B.
Entry from OMol25: H2KO as an isolated structure (the ωB97M-V functional and the def2-TZVPD basis).

Calculated values
Frontier orbital gap: 9.47 eV
Lowest unoccupied orbital energy: -0.1695 Eh
Charge: +1

The geometry in XYZ format:
```
4
Properties=species:S:1:pos:R:3:mulliken_charge:R:1
O -0.771 0.264 -0.803 -0.674
H -0.530 0.725 -1.638 0.337
H -1.603 0.700 -0.510 0.337
K 2.904 -1.690 2.951 1.000
```

---

Stability, highest: B

---

A.
Entry from OMol25: one molecule with the formula C6H10O4 (the ωB97M-V functional and the def2-TZVPD basis).

Calculated values
Frontier orbital gap: 10.77 eV
Lowest unoccupied orbital energy: 0.0240 Eh

The geometry in XYZ format:
```
20
Properties=species:S:1:pos:R:3:mulliken_charge:R:1
C -0.313 -2.306 0.609 -0.777
C 0.323 -1.438 -0.158 -0.577
C 0.978 -0.166 0.350 0.885
O 2.248 -0.056 -0.221 -0.575
O 1.144 -0.144 1.735 -0.650
C 0.096 1.068 -0.092 0.326
C 0.158 1.324 -1.589 -1.614
C -1.282 0.780 0.437 0.467
O -1.523 0.641 1.614 -0.621
O -2.216 0.629 -0.495 -0.423
H -0.757 -3.195 0.196 0.303
H -0.409 -2.168 1.673 0.251
H 0.449 -1.590 -1.218 0.314
H 2.861 0.109 0.501 0.348
H 0.283 0.022 2.153 0.395
H 0.501 1.925 0.456 0.452
H 1.195 1.274 -1.917 0.380
H -0.250 2.297 -1.825 0.392
H -0.418 0.574 -2.129 0.363
H -3.070 0.421 -0.080 0.361
```

---

B.
Entry from OMol25: one molecule with the formula C6H10O4 (the ωB97M-V functional and the def2-TZVPD basis).

Calculated values
Frontier orbital gap: 10.93 eV
Lowest unoccupied orbital energy: 0.0273 Eh

The geometry in XYZ format:
```
20
Properties=species:S:1:pos:R:3:mulliken_charge:R:1
O -0.406 -1.573 0.962 -0.703
C -0.248 -1.317 -0.496 0.055
C 1.237 -0.862 -0.725 0.028
O 1.913 -0.565 0.496 -0.543
C 1.583 0.510 -0.352 -0.234
C 0.466 1.480 0.049 -0.201
O -0.026 1.390 1.356 -0.633
C -0.623 1.203 -1.000 -0.889
C -1.260 -0.174 -0.819 -0.546
O -2.174 -0.059 0.255 -0.670
H 0.340 -1.116 1.469 0.420
H -0.481 -2.302 -0.924 0.450
H 1.788 -1.391 -1.594 0.332
H 2.460 0.987 -0.769 0.483
H 0.894 2.495 -0.220 0.389
H -0.928 0.954 1.215 0.557
H -0.163 1.211 -1.963 0.449
H -1.499 1.832 -0.879 0.396
H -1.927 -0.483 -1.679 0.407
H -1.868 -0.771 0.848 0.453
```

---

Stability, highest: A